(1)
117
Properties=species:S:1:pos:R:3:forces:R:3:lowdin_charge:R:1 method="wB97M-V/def2-TZVPD" total_charge=+1 homo_energy_ev=-10.38 energy_ha=-3118.93651 gap_ev=7.94 spin_multiplicity=1
Cl 2.343 -2.776 -0.418 0.47 0.28 0.08 0.6394
Cl -1.112 -3.778 0.214 -0.09 0.05 0.11 0.7797
O -1.290 -6.286 -6.224 -0.01 -0.07 0.11 0.0272
O -0.055 5.558 2.662 -0.05 -0.01 -0.01 0.0448
O -5.742 6.297 3.318 0.01 0.01 -0.08 0.0610
O -3.658 2.353 5.048 0.02 0.03 0.02 0.0730
O -3.171 -3.654 -1.739 0.26 0.13 -0.01 -0.0214
O 3.236 7.086 7.667 -0.03 0.02 -0.05 0.0645
O -2.128 4.294 -1.359 -0.05 -0.07 -0.16 0.0386
O 1.768 2.217 1.004 0.16 -0.39 -0.10 0.0681
O 5.162 -6.096 -1.513 -0.05 -0.01 -0.12 0.0487
O -0.937 -1.204 -4.119 -0.02 -0.30 0.07 0.0448
N -0.581 -4.760 -4.052 -0.41 -0.72 -0.66 0.0863
N -0.869 -4.026 -1.468 0.49 0.03 -0.22 -0.4100
C -1.624 -7.242 -6.905 -0.01 -0.07 -0.10 -0.4506
C 1.045 6.434 4.579 -0.24 0.06 -0.15 -0.0148
C 0.875 1.610 0.458 -0.27 0.19 -0.09 -0.4790
C 4.476 5.087 7.332 0.03 0.18 -0.10 -0.0243
C -3.772 5.674 -0.342 -0.04 -0.20 -0.08 -0.0109
C -1.961 -4.378 -3.613 0.39 0.26 0.49 -0.0310
C 2.449 5.224 8.915 -0.08 0.19 -0.01 -0.0252
C -4.422 0.398 3.934 -0.07 0.09 0.15 -0.0228
C -0.154 -0.327 -4.418 0.17 0.26 -0.03 -0.4858
C 2.022 4.514 3.163 -0.32 0.06 -0.24 -0.0143
C -4.854 8.426 3.893 -0.18 -0.03 -0.11 -0.0251
C 2.887 -4.487 -0.293 -0.57 0.19 0.22 -0.5354
C 5.795 -5.938 -3.801 -0.21 -0.03 0.08 -0.0201
C -0.269 1.077 -3.877 -0.29 -0.35 0.12 -0.0117
C -4.865 6.916 3.874 0.05 -0.07 0.04 -0.5077
C 0.357 -4.836 -1.765 -1.24 -0.47 -0.21 -0.3590
C 6.052 -5.907 -2.314 0.06 -0.02 0.09 -0.4900
C 1.002 -0.595 -5.351 -0.13 -0.18 0.07 -0.0160
C 3.373 5.918 7.943 0.00 0.02 0.01 -0.5152
C -2.375 5.333 -0.787 0.07 0.06 0.11 -0.4944
C 7.464 -5.630 -1.872 -0.11 -0.02 0.19 -0.0151
C -2.101 -4.485 -2.096 -0.60 0.52 0.33 -0.4641
C -3.730 6.214 4.581 -0.12 -0.16 -0.11 -0.0147
C -2.348 1.720 3.170 0.05 0.20 0.18 -0.0249
C 1.771 -5.298 0.331 -0.14 -0.43 -0.32 -0.2683
C -0.605 -8.132 -7.554 0.17 0.21 0.16 -0.0038
C 0.778 -5.853 -0.703 0.69 0.33 0.23 -0.1785
C -0.404 2.285 0.058 0.20 0.29 0.13 -0.0127
C -3.071 -7.567 -7.130 -0.01 0.27 0.19 -0.0013
C 0.099 -5.613 -3.050 0.77 0.42 0.08 -0.0858
C 0.954 0.145 0.117 0.34 0.00 0.21 -0.0534
C -3.494 1.570 4.144 -0.02 0.00 0.03 -0.5000
C 0.909 5.507 3.397 0.06 0.00 0.06 -0.4884
C -1.290 6.327 -0.462 0.05 -0.11 -0.10 -0.0184
H -2.696 -5.017 -4.076 -0.01 -0.24 -0.33 0.1356
H 1.228 -4.712 1.058 0.11 0.21 0.23 0.0636
H 0.931 0.048 -6.229 0.09 0.07 0.04 0.0929
H -5.719 8.803 3.352 -0.01 -0.01 0.00 0.0800
H 1.707 5.932 9.277 0.00 0.01 0.00 0.0820
H 2.122 3.855 4.028 0.11 0.08 0.04 0.0866
H 7.786 -4.655 -2.240 0.08 -0.05 -0.10 0.0901
H -1.136 1.149 -3.224 -0.01 0.02 0.00 0.0833
H -4.455 4.879 -0.632 0.00 -0.01 -0.02 0.0823
H 1.898 -0.279 0.448 0.03 0.07 0.03 0.0368
H -3.865 -0.538 4.002 0.00 -0.01 -0.12 0.0820
H 1.103 5.856 5.502 0.16 0.03 0.02 0.0795
H -1.703 0.840 3.211 -0.07 -0.05 -0.13 0.0857
H -3.945 8.799 3.418 0.06 0.02 0.12 0.0829
H 3.018 4.839 9.763 -0.01 -0.13 -0.05 0.0853
H 1.947 -0.396 -4.842 0.01 0.12 -0.06 0.0915
H 1.940 4.395 8.421 0.09 -0.10 0.06 0.0827
H -0.551 2.196 -1.018 -0.15 -0.03 0.02 0.0660
H 0.134 -0.386 0.604 -0.06 -0.05 -0.14 0.0816
H -0.726 -9.155 -7.195 -0.08 -0.04 -0.12 0.0976
H -4.097 6.609 -0.801 0.02 0.08 0.14 0.0886
H -3.699 -6.847 -6.611 0.00 0.00 -0.01 0.0857
H -0.737 -8.119 -8.636 -0.07 -0.12 0.00 0.0988
H 2.224 -6.128 0.862 0.01 -0.27 0.09 0.1176
H -0.381 1.790 -4.694 0.15 0.04 0.01 0.0960
H 5.128 4.696 8.113 -0.06 -0.13 -0.01 0.0850
H 1.145 -4.132 -1.998 0.13 0.15 0.22 0.0734
H -3.287 -8.568 -6.754 0.01 -0.06 -0.13 0.0986
H 1.068 -5.866 -3.463 0.18 -0.22 -0.12 0.1431
H 4.050 4.253 6.772 0.03 -0.09 0.11 0.0792
H -0.364 3.339 0.318 -0.01 0.01 0.00 0.0767
H -1.763 2.600 3.432 0.00 0.02 -0.02 0.0823
H -0.074 -6.282 -0.186 -0.33 0.02 -0.07 0.1102
H 0.398 -7.785 -7.314 0.00 0.00 -0.01 0.0858
H -2.775 6.498 4.134 0.04 0.08 0.08 0.0746
H 0.981 -1.635 -5.671 0.01 -0.01 -0.04 0.0688
H 5.062 5.706 6.656 0.00 0.02 0.00 0.0809
H 3.780 -4.544 0.306 0.28 0.29 0.09 0.0749
H -0.440 -6.538 -2.896 -0.46 -0.03 -0.09 0.1468
H 1.785 3.919 2.282 0.12 0.05 0.14 0.0438
H -0.334 5.957 -0.827 0.01 -0.01 0.00 0.0830
H 7.513 -5.635 -0.786 -0.01 0.00 0.00 0.0851
H -0.014 -3.948 -4.293 -0.12 0.29 0.33 0.1745
H 2.964 5.042 3.004 0.03 -0.03 0.14 0.0909
H -2.850 -2.736 -1.793 -0.18 -0.20 -0.01 0.1100
H 0.630 1.319 -3.306 0.05 0.11 -0.13 0.0874
H -1.246 1.827 0.574 -0.07 -0.10 -0.15 0.0677
H 1.946 7.040 4.478 0.08 -0.09 0.14 0.0908
H 6.400 -6.716 -4.268 0.08 0.08 -0.05 0.0893
H -2.419 -5.477 -1.772 0.09 -0.27 0.03 0.1562
H -1.224 6.468 0.619 -0.04 0.06 -0.01 0.0664
H -3.856 5.137 4.496 0.00 -0.01 0.03 0.0676
H 1.270 -6.680 -1.213 0.13 -0.13 -0.16 0.1195
H 0.863 0.022 -0.965 -0.13 -0.08 0.01 0.0692
H -4.890 0.463 2.950 0.07 -0.08 -0.05 0.0849
H -2.133 -3.347 -3.890 0.05 0.17 -0.15 0.1181
H -3.296 -7.533 -8.196 0.01 -0.14 -0.02 0.0994
H 6.052 -4.975 -4.245 0.12 -0.05 -0.05 0.0877
H -2.736 1.843 2.158 -0.01 -0.13 -0.02 0.0730
H -3.797 5.779 0.745 -0.03 0.16 0.00 0.0811
H 3.126 -4.792 -1.299 0.16 -0.23 -0.16 0.0486
H -0.669 -5.311 -4.923 -0.08 0.09 -0.10 0.1072
H 4.743 -6.148 -3.985 0.00 -0.01 0.01 0.0714
H -1.507 7.286 -0.936 -0.05 0.05 0.10 0.0868
H 8.135 -6.396 -2.263 0.05 0.08 -0.10 0.0906
H 0.180 7.091 4.628 0.00 0.01 0.01 0.0778
H -3.722 6.488 5.637 0.09 0.08 -0.01 0.0882
H -4.890 8.788 4.921 0.13 0.03 0.00 0.0847
H -5.196 0.408 4.697 0.00 0.01 0.01 0.0825

(2)
31
Properties=species:S:1:pos:R:3:forces:R:3:lowdin_charge:R:1 method="wB97M-V/def2-TZVPD" e_above_lowest_ev=0.3488 homo_energy_ev="-10.14 / -10.12" energy_ha=-3078.32468 s2=0.75 gap_ev="10.85 / 5.99" spin_multiplicity=2
Br 2.916 0.550 1.474 0.14 -0.08 0.14 0.3567
O 3.823 1.483 -1.821 0.21 -0.29 -0.45 -0.1672
O 0.392 0.638 -0.615 -0.39 1.66 1.07 -0.0901
O -0.036 -0.423 2.810 -0.71 0.70 -1.02 -0.0838
C -2.096 1.058 3.062 1.25 -1.29 0.43 -0.0537
C -2.134 -1.518 2.436 0.44 0.65 -0.12 -0.0421
C -1.341 -0.120 2.283 -2.69 -0.70 1.83 -0.4074
C 0.138 -0.423 -1.476 -0.68 1.76 -1.73 -0.5338
C -1.204 -0.223 -2.189 -0.79 -0.69 -0.02 -0.0414
C 3.320 1.617 -3.174 0.17 0.04 1.31 -0.1176
C 0.184 -1.695 -0.749 0.79 -1.25 -0.13 -0.0433
H -1.199 -0.771 -3.131 0.16 -0.17 -0.05 0.0785
H -2.002 -0.689 -1.610 -0.14 0.07 0.19 0.0716
H 0.508 0.340 2.605 0.26 0.23 0.12 -0.0061
H 3.251 2.693 -3.333 -0.41 -0.13 -0.65 0.0801
H 3.058 1.688 -1.279 0.12 0.07 0.24 0.0066
H 2.369 1.085 -3.159 -0.18 0.34 -0.74 0.0588
H 1.061 -1.715 -0.102 0.02 -0.10 0.11 0.0771
H 3.998 1.157 -3.893 0.06 0.03 0.27 0.0806
H -3.221 -1.485 2.501 -0.07 0.70 -0.37 0.0634
H -1.712 2.054 2.844 -0.01 -0.05 -0.61 0.0644
H 0.334 -2.472 -1.499 -0.34 -0.48 0.26 0.0948
H -1.458 0.290 1.280 1.12 -0.82 -0.56 0.1068
H -0.707 -1.848 -0.139 0.07 -0.08 -0.15 0.0676
H 1.310 0.600 -0.335 0.03 -0.12 0.08 -0.0724
H -1.893 -2.086 3.335 0.58 0.51 0.29 0.0696
H -3.162 0.984 2.846 0.08 0.17 0.09 0.0694
H -1.899 -2.223 1.638 0.14 0.25 -0.25 0.0460
H -1.568 0.768 -2.458 0.69 0.31 0.35 0.0810
H -1.886 0.963 4.128 -0.44 -0.31 0.20 0.0690
H 0.858 -0.277 -2.282 0.52 -0.93 -0.12 0.1171

(3)
65
Properties=species:S:1:pos:R:3:forces:R:3:lowdin_charge:R:1 method="wB97M-V/def2-TZVPD" e_above_lowest_ev=0.0000 homo_energy_ev=-4.20 energy_ha=-1441.06373 gap_ev=3.43 spin_multiplicity=1
P -4.635 2.604 3.951 -2.11 -2.90 -1.37 0.5513
O -4.419 2.787 5.610 -0.07 0.38 -1.65 -0.1957
O -4.865 4.168 3.337 0.63 -1.08 0.75 -0.2082
O -5.934 1.844 3.755 1.81 1.54 0.45 -0.3863
N -2.530 0.281 0.610 0.17 0.91 0.21 0.0526
N 1.959 -1.678 -3.166 0.26 0.29 -0.42 -0.1760
N -2.105 1.761 4.206 0.48 -0.14 -1.04 -0.1298
C -3.209 1.711 3.169 -1.01 1.40 0.94 -0.3636
C 0.221 4.198 3.933 0.21 -0.16 -0.49 -0.1183
C -2.359 1.543 0.723 -0.18 -0.46 -0.42 -0.2959
C 0.739 2.845 3.349 -0.57 -0.28 0.39 -0.2563
C 0.356 1.631 4.266 -0.10 0.18 -0.60 -0.2065
C 0.751 -3.955 -2.685 -0.08 -0.19 -0.36 -0.1822
C -0.719 -3.553 -2.769 -0.20 -0.05 0.14 -0.2549
C 0.918 -0.621 -2.850 -0.31 0.29 0.15 -0.1082
C -1.323 -3.038 -1.465 0.02 0.18 -0.20 -0.0855
C 3.373 -2.009 -5.162 0.09 -0.07 -0.38 -0.1356
C 3.350 -1.082 -2.970 -0.01 -0.26 0.02 -0.0952
C -0.957 0.923 3.803 0.59 -0.16 1.46 -0.2550
C 1.830 -2.935 -2.322 -0.01 -0.31 0.21 -0.0885
C 1.300 -0.513 -0.243 0.05 -0.10 0.11 -0.0869
C 1.114 0.199 -1.575 0.10 0.12 0.20 -0.2037
C 1.928 -2.013 -4.663 -0.08 0.01 -0.03 -0.0698
C 4.241 -1.841 -3.928 0.17 -0.14 0.12 -0.1516
C -2.759 2.433 1.892 0.24 0.27 0.55 -0.2642
H 1.194 0.203 0.572 -0.02 0.00 -0.04 0.0828
H 3.617 -2.920 -5.706 -0.06 0.02 0.01 0.1213
H 2.789 -3.451 -2.403 0.02 0.10 -0.06 0.1309
H 1.026 -4.459 -3.617 0.04 0.02 0.03 0.1039
H -4.796 4.776 4.071 -0.12 0.48 0.15 0.0302
H -3.780 3.492 5.740 0.50 0.02 0.31 0.0384
H -2.999 0.014 1.489 -0.04 -0.19 0.15 0.0237
H 1.345 -1.250 -5.171 -0.08 -0.03 0.16 0.1301
H 3.297 -0.031 -3.252 -0.09 -0.03 0.07 0.1413
H 0.929 5.019 3.716 -0.40 -0.23 -0.01 0.0585
H 5.162 -1.299 -4.141 -0.04 0.02 0.09 0.1273
H 4.524 -2.811 -3.516 0.01 0.05 0.02 0.1143
H 0.079 4.156 5.023 0.13 -0.09 -0.36 0.0617
H -1.277 -4.447 -3.057 0.15 -0.01 -0.10 0.1136
H 0.167 2.033 5.277 0.17 -0.41 -0.30 0.0924
H 1.438 -2.968 -4.820 -0.05 0.07 0.18 0.1139
H 0.223 0.828 -1.488 -0.05 -0.10 -0.17 0.1197
H -2.411 -3.068 -1.523 0.03 0.04 0.08 0.0864
H -0.885 -2.839 -3.583 -0.02 -0.01 0.01 0.0989
H -1.875 3.078 2.136 -0.35 -0.18 -0.34 0.0820
H 1.944 0.898 -1.713 -0.03 -0.01 -0.07 0.1079
H 1.737 -2.631 -1.284 -0.10 0.23 -0.11 0.1092
H 1.201 0.918 4.326 -0.34 0.15 -0.06 0.0891
H -1.053 -2.001 -1.267 -0.08 -0.02 0.18 0.0416
H 0.828 -4.744 -1.930 0.14 0.15 0.09 0.1299
H -2.468 1.309 5.035 -0.16 0.15 -0.02 0.0751
H -0.059 -1.092 -2.882 0.09 -0.15 0.12 0.1096
H 3.521 -1.178 -5.854 0.00 -0.01 0.06 0.1211
H -1.026 -0.041 4.363 0.14 0.23 -0.46 0.1059
H -0.948 0.654 2.736 -0.02 0.39 0.32 0.0804
H 3.642 -1.181 -1.928 -0.14 0.13 0.02 0.1341
H 2.299 -0.949 -0.156 -0.04 -0.04 0.09 0.0641
H 1.825 2.866 3.144 -0.39 0.08 0.27 0.0862
H -1.912 2.052 -0.155 -0.05 0.00 0.36 0.0804
H 0.945 0.086 -3.682 0.11 -0.12 -0.04 0.1322
H 0.239 2.661 2.378 0.36 0.22 0.28 0.0747
H -0.764 4.416 3.488 0.41 0.11 0.29 0.0530
H -3.523 3.146 1.519 0.27 -0.36 0.03 0.0960
H 0.553 -1.289 -0.082 -0.01 0.05 0.08 0.0640
H -1.013 -3.645 -0.613 -0.01 0.00 -0.01 0.0881